Entry from the Open Molecules 2025 dataset: a 13-piece molecular cluster, C45H109N7O19 overall at a distorted geometry (ωB97M-V/def2-TZVPD).

Last column: Löwdin charge in e.
Cartesian coordinates (Å):
C 13.9887 19.1218 23.6653  -0.108
O 14.6765 19.2911 22.4597  -0.235
C 15.9321 19.9857 22.5575  -0.171
C 16.3883 20.4278 21.1679  -0.191
O 15.4552 21.3992 20.7161  -0.197
C 15.3999 21.4375 19.3120  -0.123
H 14.4650 18.4645 24.3284  0.070
H 13.0816 18.6264 23.3536  0.083
H 13.7393 20.0742 24.1852  0.108
H 16.6753 19.3805 23.1169  0.133
H 15.7726 20.8779 23.2064  0.131
H 16.3698 19.5372 20.4948  0.137
H 17.3578 20.9229 21.1826  0.128
H 14.6233 22.1813 19.0961  0.078
H 15.0664 20.5099 18.7972  0.078
H 16.3701 21.7800 18.8442  0.110
C 21.2123 16.1811 10.9793  -0.123
O 20.2133 15.2152 11.1335  -0.194
C 20.2512 14.3165 10.0534  -0.208
C 18.9789 13.4385 10.1582  -0.191
O 18.8629 12.4866 11.2111  -0.208
C 19.7742 11.3743 11.0252  -0.080
H 21.1741 16.7451 10.0369  0.090
H 22.1645 15.5986 10.9509  0.100
H 21.2176 16.8390 11.8541  0.082
H 21.0988 13.6448 10.0703  0.110
H 20.2610 14.7931 9.0500  0.134
H 18.8340 12.8903 9.2360  0.112
H 18.1158 14.0975 10.2769  0.115
H 19.6682 11.0271 9.9865  0.089
H 19.4934 10.5504 11.6981  0.068
H 20.8125 11.6924 11.2922  0.098
C 22.1050 11.7084 19.0811  -0.119
O 22.8819 11.6091 17.9186  -0.179
C 22.8437 10.3636 17.2725  -0.210
C 21.4688 10.0468 16.7421  -0.187
O 21.1042 10.8389 15.5437  -0.178
C 19.8338 10.3033 15.0130  -0.094
H 21.0508 11.7312 18.8744  0.056
H 22.3596 12.6824 19.5738  0.101
H 22.2915 10.8831 19.8244  0.104
H 23.1315 9.5097 17.9291  0.127
H 23.6144 10.3634 16.4644  0.139
H 20.6784 10.2211 17.4442  0.087
H 21.4339 9.0127 16.5560  0.103
H 19.8724 9.2899 14.6717  0.074
H 19.6107 10.9949 14.1723  0.080
H 19.0222 10.4090 15.7167  0.050
C 12.3769 23.6530 15.6052  -0.125
O 12.5010 22.3244 15.1754  -0.190
C 13.4836 21.6436 15.9905  -0.168
C 13.2807 20.0944 15.8742  -0.145
O 14.3554 19.4696 16.5974  -0.220
C 14.0622 18.2048 17.0584  -0.139
H 12.0269 23.6030 16.6461  0.087
H 11.5305 24.0357 15.0185  0.092
H 13.2807 24.2376 15.4157  0.092
H 13.3820 21.8431 17.0659  0.102
H 14.4926 21.8810 15.6663  0.126
H 13.1706 19.7046 14.8790  0.114
H 12.4179 19.8833 16.5368  0.123
H 14.9350 17.7664 17.5279  0.088
H 13.7321 17.5464 16.2149  0.088
H 13.2787 18.2798 17.8392  0.068
C 18.9035 19.4647 11.5458  -0.071
O 18.4279 18.1326 11.3785  -0.225
C 17.6849 17.9908 10.1900  -0.213
C 16.3579 17.2850 10.3178  -0.192
O 15.6103 18.0741 11.2450  -0.200
C 14.3736 17.4697 11.6223  -0.104
H 19.3544 19.7757 10.6159  0.087
H 19.6139 19.2831 12.3263  0.086
H 18.1123 20.1388 11.8418  0.092
H 18.2291 17.4764 9.4493  0.107
H 17.3772 18.9877 9.7791  0.141
H 16.5474 16.2581 10.7635  0.141
H 15.8984 17.2024 9.3771  0.106
H 14.5094 16.7431 12.4641  0.075
H 13.7815 16.9869 10.7411  0.117
H 13.7016 18.1990 12.0003  0.059
C 16.2692 13.3510 13.5235  -0.052
O 15.5195 12.6846 14.5678  -0.201
C 14.2409 13.2996 14.6985  -0.210
C 14.3947 14.4241 15.6436  -0.142
O 14.5923 13.8291 16.9707  -0.204
C 14.2360 14.5635 18.0918  -0.115
H 16.7781 14.2015 13.8752  0.050
H 15.6864 13.6553 12.6458  0.077
H 17.0993 12.7160 13.1184  0.095
H 13.5776 12.5552 15.0943  0.110
H 13.7822 13.6685 13.7652  0.114
H 13.5045 15.0392 15.7202  0.101
H 15.2304 15.0163 15.3002  0.117
H 14.3810 14.0116 18.9944  0.085
H 13.1740 14.8189 18.0458  0.068
H 14.7839 15.5225 18.2061  0.086
C 10.6901 14.2301 13.0694  0.023
C 11.2979 15.4964 13.6493  -0.520
O 12.4848 15.7189 13.6006  0.035
N 10.4433 16.4581 14.1017  0.019
C 10.9582 17.5744 14.7492  -0.122
H 11.2904 14.0308 12.1978  0.046
H 9.6800 14.3784 12.7563  0.075
H 10.8025 13.3665 13.7233  0.087
H 9.4666 16.2673 14.3725  0.130
H 10.1504 18.2227 15.1437  0.098
H 11.3926 18.2354 13.9915  0.087
H 11.6661 17.5091 15.5836  0.068
C 13.4226 13.9790 8.5899  -0.006
C 13.9158 13.4341 9.8729  -0.596
O 15.0650 13.5679 10.1901  0.059
N 13.0139 12.8311 10.6654  0.031
C 11.7822 12.2513 10.1954  -0.102
H 12.3551 14.3182 8.6620  0.087
H 13.4283 13.1194 7.8984  0.101
H 13.9912 14.8611 8.2424  0.090
H 13.4841 12.3079 11.3375  0.103
H 11.8966 11.4115 9.5391  0.080
H 11.0710 12.9419 9.7520  0.078
H 11.1966 11.8570 11.0713  0.096
C 16.6009 17.9614 14.4757  0.037
C 17.7264 16.9948 14.9685  -0.529
O 17.7357 16.5562 16.0953  0.029
N 18.5915 16.5863 14.0105  0.018
C 19.5069 15.5404 14.2091  -0.101
H 16.8013 18.2725 13.4378  0.063
H 16.5137 18.7252 15.1932  0.054
H 15.6697 17.4056 14.4943  0.062
H 18.3972 16.8339 13.0146  0.126
H 20.3984 15.8227 13.7124  0.051
H 19.2534 14.4803 13.8774  0.097
H 19.7193 15.4499 15.2943  0.089
C 16.8760 9.0662 13.2403  0.007
C 15.3795 8.9386 13.0866  -0.572
O 14.8456 8.0712 12.3794  0.009
N 14.6544 9.8947 13.6435  0.000
C 13.2039 9.8862 13.4912  -0.073
H 17.4662 8.9395 12.3105  0.093
H 17.1311 8.1591 13.7636  0.081
H 17.2746 9.8883 13.8215  0.056
H 15.1950 10.7674 13.9278  0.132
H 12.9779 9.7863 12.3475  0.111
H 12.6849 10.7059 14.0280  0.071
H 12.9001 8.9558 13.9742  0.081
C 15.8166 10.7438 17.8647  0.003
C 17.2030 11.2706 17.6332  -0.529
O 18.1728 10.5569 17.9704  -0.018
N 17.3065 12.5648 17.2027  0.047
C 18.6015 13.2004 16.8308  -0.033
H 15.0911 11.1129 17.1648  0.056
H 15.5551 11.0354 18.8881  0.091
H 15.9258 9.6536 17.7992  0.089
H 16.4598 13.0349 16.9040  0.086
H 18.6725 14.1663 17.2932  0.066
H 18.8803 13.2250 15.7356  0.079
H 19.3370 12.4967 17.2817  0.070
C 11.6372 20.8177 20.5258  0.033
C 11.6277 19.3779 19.9841  -0.485
O 10.7771 18.8175 19.2896  -0.003
N 12.7118 18.5993 20.2945  0.013
C 12.7444 17.1825 20.1714  -0.072
H 11.7408 21.5647 19.7798  0.060
H 12.3698 20.8796 21.3433  0.078
H 10.6243 20.9481 20.9619  0.095
H 13.5145 18.9035 20.8462  0.100
H 13.3244 16.8092 20.9665  0.080
H 13.1455 16.8098 19.2298  0.050
H 11.7708 16.7915 20.3143  0.079
C 7.8385 18.2328 17.3158  -0.002
C 8.3395 16.8816 16.9625  -0.551
O 7.8936 16.0972 16.1223  -0.001
N 9.3887 16.4016 17.7384  0.004
C 9.9725 15.1011 17.5475  -0.087
H 8.6920 18.8669 17.5840  0.073
H 7.1997 18.1508 18.2161  0.103
H 7.2457 18.5865 16.4784  0.086
H 9.8235 17.1900 18.2795  0.107
H 10.8632 15.1479 16.8385  0.082
H 9.2632 14.3989 17.1420  0.076
H 10.3884 14.6860 18.4755  0.078

Calculated values
- Total charge: 0
- 2S+1: 1
- Molar mass: 1052.40 g mol⁻¹
- DFT total energy: -97760.162 eV
- Relative energy (zero: lowest compared OMol25 entry of this formula, charge and spin): 0.0 kJ/mol

---

Entry from the Open Molecules 2025 dataset: C28H26Cl5HfN8OS as an isolated structure (ωB97M-V/def2-TZVPD).

Last column: Löwdin charge in e.
Cartesian coordinates (Å):
Hf 0.0702 -0.2173 0.0580  1.588
C -1.2788 0.2106 -3.0151  -0.139
C -0.7730 -1.1897 -3.3318  -0.084
C -1.2684 -2.1853 -2.3215  -0.248
C -1.7865 -3.3978 -2.7420  0.028
C -2.3947 -4.2490 -1.8352  0.023
C -2.5059 -3.8429 -0.5123  -0.005
C -1.9569 -2.6360 -0.1569  -0.240
N -1.3043 -1.8178 -1.0185  -0.103
N -0.4778 0.9559 -1.9945  -0.236
C -1.2336 2.1931 -1.6820  -0.152
C -0.6028 2.9119 -0.5294  -0.269
C -0.8617 4.2559 -0.3314  0.033
C -0.2977 4.9040 0.7523  0.023
C 0.5135 4.1727 1.6091  0.006
C 0.7160 2.8372 1.3499  -0.098
N 0.1859 2.1874 0.2919  0.012
C 0.7951 1.4205 -2.6179  -0.105
C 1.8857 0.4044 -2.5592  -0.270
C 2.8698 0.3796 -3.5300  0.026
C 3.8888 -0.5517 -3.4383  0.020
C 3.8773 -1.4412 -2.3730  0.000
C 2.8615 -1.3581 -1.4484  -0.126
N 1.8649 -0.4449 -1.5151  -0.021
H -2.3009 0.1429 -2.6410  0.134
H -1.3083 0.8171 -3.9236  0.145
H 0.3110 -1.2286 -3.4403  0.118
H -1.1741 -1.4700 -4.3049  0.141
H -1.7360 -3.6542 -3.7917  0.138
H -2.8026 -5.1976 -2.1600  0.139
H -3.0101 -4.4458 0.2293  0.135
H -2.0172 -2.3073 0.8724  0.084
H -2.2641 1.9385 -1.4408  0.101
H -1.2670 2.8425 -2.5616  0.155
H -1.5004 4.7864 -1.0257  0.143
H -0.4866 5.9554 0.9263  0.140
H 0.9777 4.6269 2.4733  0.134
H 1.3113 2.2645 2.0446  0.087
H 1.1330 2.3166 -2.0961  0.141
H 0.6111 1.7158 -3.6534  0.151
H 2.8320 1.0807 -4.3536  0.141
H 4.6674 -0.5917 -4.1893  0.140
H 4.6385 -2.2014 -2.2667  0.133
H 2.8145 -2.0634 -0.6351  0.055
Cl -4.4678 2.3170 5.3586  0.782
C -3.2275 1.6794 4.3836  -0.691
C -3.4875 1.3583 3.0516  -0.689
Cl -5.0266 1.5916 2.3509  0.775
C -2.4549 0.8369 2.2861  -0.526
Cl -2.6629 0.3854 0.6104  0.855
C -1.1896 0.6143 2.7888  -0.442
O -0.2289 0.1048 2.0077  -0.381
C -0.9299 0.9604 4.1084  -0.584
Cl 0.6862 0.7501 4.6917  0.761
C -1.9395 1.4844 4.9111  -0.681
Cl -1.6053 1.8942 6.5270  0.786
C 4.6342 -0.2595 3.4227  0.028
C 3.7409 -1.3460 2.9602  -0.285
N 3.7514 -2.5762 3.3577  0.185
N 2.7476 -3.1900 2.6621  0.091
C 2.1024 -2.3743 1.8464  -0.664
S 0.8070 -2.6585 0.7797  0.786
N 2.7403 -1.1954 2.0028  -0.060
N 2.2729 -0.0241 1.3995  0.069
H 5.3042 -0.6670 4.1761  0.110
H 4.0647 0.5568 3.8711  0.089
H 5.2361 0.1375 2.6032  0.100
H 2.5595 -4.1706 2.8210  0.187
H 3.0581 0.4570 0.9636  0.138
H 1.8847 0.5453 2.1522  0.046

Calculated values
- Total charge: +3
- 2S+1: 1
- Molar mass: 878.39 g mol⁻¹
- DFT total energy: -118161.606 eV
- Relative energy (zero: lowest compared OMol25 entry of this formula, charge and spin): 0.0 kJ/mol

---

Entry from the Open Molecules 2025 dataset: a 2-piece molecular cluster, C6H11N3O3S overall at a distorted geometry (ωB97M-V/def2-TZVPD).

Last column: Löwdin charge in e.
Cartesian coordinates (Å):
C -1.0540 0.1643 -0.2324  -0.005
C -0.2543 -0.4840 0.6610  -0.372
C -2.4078 -1.9124 -0.2953  -0.066
C 0.9229 0.2944 1.0521  -0.191
C -3.4935 -0.0429 0.4233  0.080
C -2.7430 -0.1192 -1.8387  0.009
N -0.6293 -1.6181 1.1365  0.200
N 8.8252 -0.0439 0.7517  -0.122
N -2.3759 -0.5199 -0.5169  -0.274
O 1.7102 0.7953 0.2903  0.113
O 7.6876 -1.5404 -0.9317  -0.312
O -2.9167 -2.8937 -0.5421  0.367
S 8.8780 -0.8665 -0.6283  1.177
H -0.9448 1.0564 -0.6685  0.092
H 0.9856 0.3870 2.1875  0.158
H -3.3375 1.1492 0.4576  0.184
H -4.4830 -0.1175 0.0627  0.106
H -3.2003 -0.3600 1.3922  0.105
H -3.7007 -0.5803 -2.1367  0.137
H -2.7513 0.9589 -1.8275  0.123
H -1.9456 -0.5395 -2.5306  0.161
H -0.0812 -2.2557 1.6047  0.072
H 8.2547 -0.0288 1.6483  0.168
H 9.5774 0.6281 0.8243  0.090

Calculated values
- Total charge: +2
- 2S+1: 1
- Molar mass: 205.24 g mol⁻¹
- DFT total energy: -27825.008 eV
- Relative energy (zero: lowest compared OMol25 entry of this formula, charge and spin): 42.3 kJ/mol